Entry 1:
The following is a quantum chemistry calculation of a molecular structure, C26H22O2PRuSSe2Te2, from OMol25.

Structure (ORCA input):
```
! wB97M-V def2-TZVPD RIJCOSX def2/J DEFGRID3
* xyz 1 5
Ru 0.5240 -0.2915 -0.5812
O 2.7847 1.4711 -0.4477
C 2.4787 0.3154 -0.2848
C 3.5200 -0.7236 0.0281
C 4.8756 -0.4679 -0.1347
C 5.7877 -1.4785 0.1249
C 5.3540 -2.7291 0.5557
C 4.0020 -2.9791 0.7419
C 3.0878 -1.9672 0.4762
P 1.3034 -2.0425 0.6945
C 0.9739 -1.9489 2.4740
C 1.9644 -2.1728 3.4258
C 1.6629 -2.0712 4.7768
C 0.3761 -1.7507 5.1825
C -0.6154 -1.5244 4.2366
C -0.3178 -1.6186 2.8870
C 0.7547 -3.6906 0.1810
C -0.2130 -4.3907 0.8958
C -0.7051 -5.5940 0.4050
C -0.2278 -6.1055 -0.7918
C 0.7553 -5.4211 -1.4972
C 1.2420 -4.2179 -1.0155
H 5.1941 0.5081 -0.4757
H 6.8452 -1.2980 -0.0146
H 6.0761 -3.5118 0.7469
H 3.6645 -3.9516 1.0798
H 2.9749 -2.4106 3.1208
H 2.4383 -2.2388 5.5122
H 0.1461 -1.6696 6.2365
H -1.6178 -1.2633 4.5500
H -1.0863 -1.4264 2.1472
H -0.5753 -4.0079 1.8415
H -1.4511 -6.1388 0.9692
H -0.6069 -7.0464 -1.1682
H 1.1452 -5.8288 -2.4205
H 2.0143 -3.6924 -1.5662
Se 1.0254 -1.1799 -2.7825
Te 0.1333 1.0861 -2.8667
Te 0.0427 1.6501 1.1304
Se -2.3016 1.3564 1.5831
C -3.4781 -2.8250 -0.3471
S -2.0139 -2.2290 -1.1778
O -1.5311 -1.1240 -0.2315
C -2.7743 -1.3764 -2.5371
C -2.6910 -1.9505 -3.7958
C -3.2554 -1.2839 -4.8750
C -3.8710 -0.0555 -4.6834
C -3.9297 0.5171 -3.4170
C -3.3781 -0.1433 -2.3312
H -4.1106 -1.9748 -0.0966
H -3.1488 -3.3483 0.5489
H -3.9954 -3.5114 -1.0162
H -2.1821 -2.8973 -3.9329
H -3.2027 -1.7176 -5.8642
H -4.3019 0.4659 -5.5276
H -4.4031 1.4798 -3.2785
H -3.3899 0.2990 -1.3419
*
```

relative energy (zero: lowest compared OMol25 entry of this formula, charge and spin)	0.0	kJ/mol
expectation value of S²	6.025
HOMO (alpha / beta)	-10.6 / -11.1	eV
LUMO level (alpha / beta)	-0.120 / -0.185	Eh
frontier orbital gap (alpha / beta)	7.4 / 6.1	eV
E_tot	-199394.2130	eV
molar mass	943.69	u

---

Entry 2:
The following is a quantum chemistry calculation of a single C23H24N2O5 molecule, from OMol25.

Structure (ORCA input):
```
! wB97M-V def2-TZVPD RIJCOSX def2/J DEFGRID3
* xyz 0 1
C 3.1425 1.9341 -2.0338
C 1.8030 1.4225 -1.6096
C 1.3997 0.1379 -1.8150
C 0.1281 -0.2910 -1.2757
C -0.7241 0.7010 -0.7606
C -2.0058 0.4291 -0.2737
C -2.4388 -0.8908 -0.2358
C -1.5773 -1.9068 -0.6624
C -0.3256 -1.6277 -1.1695
O 0.4891 -2.6908 -1.5128
C 1.0673 -3.3867 -0.4168
C 2.0577 -2.4590 0.2993
O 3.2491 -2.5033 0.1053
N 1.4302 -1.5421 1.0910
C 1.9084 -0.2836 1.4737
C 1.0033 0.6348 2.0028
C 1.4382 1.9125 2.2985
C 2.7668 2.2281 2.0493
N 3.6338 1.3552 1.5704
C 3.2286 0.1317 1.2941
H 3.9752 -0.5440 0.9056
H 3.1520 3.2195 2.2389
H 0.7599 2.6509 2.6948
H -0.0281 0.3455 2.1606
H 0.4326 -1.6578 1.2228
H 1.6102 -4.2228 -0.8594
H 0.2980 -3.7590 0.2728
H -1.9123 -2.9299 -0.5918
O -3.6444 -1.2806 0.2215
C -4.4633 -0.3104 0.8908
C -4.0370 -0.2401 2.3609
H -2.9815 0.0056 2.4463
H -4.6178 0.5140 2.8842
H -4.2012 -1.2040 2.8367
C -5.8918 -0.8435 0.7842
H -5.9440 -1.8430 1.2071
H -6.5755 -0.1929 1.3211
H -6.1949 -0.8958 -0.2581
C -4.3452 1.0523 0.1987
C -2.9009 1.5422 0.1874
H -2.5971 1.8860 1.1800
H -2.7907 2.3940 -0.4854
H -4.6930 0.9417 -0.8309
H -4.9909 1.7713 0.7019
O -0.3410 1.9936 -0.6790
C 0.9322 2.3987 -0.9799
O 1.2156 3.5474 -0.7356
C 2.2651 -0.7912 -2.6020
H 1.6825 -1.5967 -3.0358
H 3.0335 -1.2287 -1.9648
H 2.7684 -0.2440 -3.3955
H 3.2303 1.9540 -3.1201
H 3.2680 2.9452 -1.6557
H 3.9345 1.3028 -1.6362
*
```

relative energy (zero: lowest compared OMol25 entry of this formula, charge and spin)	105.7	kJ/mol
HOMO	-8.2	eV
LUMO level	0.009	Eh
frontier orbital gap	8.5	eV
E_tot	-37459.2432	eV
molar mass	408.45	u

---

Entry 3:
The following is a quantum chemistry calculation of a single C4H9N molecule at a distorted geometry, from OMol25.

Structure (ORCA input):
```
! wB97M-V def2-TZVPD RIJCOSX def2/J DEFGRID3
* xyz 0 1
C 1.1050 -0.6659 -0.3011
C -0.1948 -1.1990 0.3591
C -0.8872 0.1109 0.8576
C 0.6564 0.8231 -0.6500
H 1.4381 -1.1740 -1.2699
H 2.0319 -0.6984 0.4015
H -0.0075 -1.9414 1.2003
H -0.8470 -1.7647 -0.3401
H -0.3524 0.4782 1.7944
H -1.9466 -0.0835 1.1308
H -1.3582 0.8094 -1.0198
H 0.7267 1.0374 -1.7458
H 1.3299 1.5645 -0.0946
N -0.7274 1.0511 -0.2358
*
```

relative energy (zero: lowest compared OMol25 entry of this formula, charge and spin)	40.1	kJ/mol
HOMO	-9.0	eV
LUMO level	0.042	Eh
frontier orbital gap	10.1	eV
E_tot	-5783.3960	eV
molar mass	71.12	u

---

Entry 4:
The following is a quantum chemistry calculation of a molecular structure, C10H24N4O7Sn at a distorted geometry, from OMol25.

Structure (ORCA input):
```
! wB97M-V def2-TZVPD RIJCOSX def2/J DEFGRID3
* xyz 0 1
O -0.2241 -1.7611 -2.8235
H -0.5891 -2.5117 -3.2908
Sn 0.2785 -0.3436 0.3246
N -1.3811 -1.7066 0.4441
N -1.6732 0.5363 -0.5532
N 2.4035 -0.3218 0.8312
N 0.9883 1.7782 0.1978
O -1.3469 -2.5132 1.4573
O 3.2828 -1.2998 1.3229
O 0.2263 2.8796 -0.0879
O -1.9073 1.8019 -0.8195
C -2.7340 -0.2840 -0.7537
C -2.5482 -1.5698 -0.2386
C 3.0318 0.8594 0.8759
C 2.2403 2.0123 0.6207
C -3.5457 -2.6578 -0.3391
H -3.4389 -3.2482 -1.2626
H -4.5748 -2.2793 -0.3482
H -3.4435 -3.3463 0.4999
C -3.9657 0.3044 -1.3118
H -3.8168 0.7891 -2.2823
H -4.4047 1.0665 -0.6570
H -4.7464 -0.4365 -1.4638
C 4.3628 0.8370 1.5067
C 2.6537 3.3795 0.9901
H 4.9259 -0.0343 1.1551
H 4.2224 0.7274 2.6017
H 4.9210 1.7726 1.3029
H 1.9005 4.1134 0.7054
H 3.5964 3.5862 0.5033
H 2.8159 3.4115 2.0637
H 2.7818 -2.1426 1.3287
H -0.7751 2.3968 -0.4497
C 0.1121 -0.6173 -3.6192
H -0.4191 -0.4783 -4.5919
H 1.1868 -0.6651 -3.8951
H -0.0873 0.2405 -3.0347
O 1.0144 -1.9575 -0.6719
H 0.1836 -1.9893 -1.8308
H 1.9752 -1.8843 -0.8873
C -0.6222 0.6446 2.8548
O 0.0143 -0.5559 2.2999
H -0.9519 0.4217 3.8779
H -1.4800 0.9693 2.2418
H 0.1152 1.4686 2.8661
H -0.5572 -1.3924 2.3406
*
```

relative energy (zero: lowest compared OMol25 entry of this formula, charge and spin)	155.0	kJ/mol
HOMO (alpha / beta)	-5.7 / -4.9	eV
LUMO level (alpha / beta)	-0.017 / -0.014	Eh
frontier orbital gap (alpha / beta)	5.2 / 4.5	eV
E_tot	-36872.0868	eV
molar mass	431.03	u

---

Entry 5:
The following is a quantum chemistry calculation of 12 unconnected molecules or ions with the total composition C21H55N21O9 at a distorted geometry, from OMol25.

Structure (ORCA input):
```
! wB97M-V def2-TZVPD RIJCOSX def2/J DEFGRID3
* xyz 0 1
C -3.2656 0.0375 2.6429
O -4.3648 -0.5188 2.7338
N -2.7141 0.4011 1.4518
N -2.5697 0.4487 3.7472
H -1.7050 0.3675 1.4798
H -3.2641 0.1304 0.6438
H -3.2444 0.6990 4.4506
H -1.6736 0.9020 3.5964
C 2.3004 -0.4825 -2.9461
O 1.4891 -1.3190 -3.3462
N 2.1592 0.8489 -3.2554
N 3.4028 -0.7396 -2.2086
H 1.3319 1.1041 -3.7746
H 2.8783 1.5143 -3.0526
H 3.6371 -1.6863 -1.9625
H 4.0560 0.0083 -2.0831
C -0.1081 0.8742 -0.8237
O -0.3679 1.8342 -1.5380
N 0.4718 1.0730 0.4205
N -0.7878 -0.3082 -0.8508
H 0.7502 2.0121 0.6442
H 0.4819 0.2706 1.0196
H -0.6330 -1.0174 -0.1631
H -1.2666 -0.5657 -1.7017
C 2.2310 -3.5949 0.3723
O 3.3149 -3.5097 -0.2231
N 1.1952 -2.7568 0.1195
N 2.0119 -4.6386 1.2088
H 1.3390 -2.1974 -0.7093
H 0.5441 -2.5641 0.8618
H 1.2671 -4.4588 1.8677
H 2.7927 -5.2118 1.4676
C 0.5823 2.5167 4.1481
O -0.4316 2.2310 3.5055
N 1.7932 2.8235 3.6067
N 0.5527 2.7233 5.4996
H 1.8761 2.7717 2.6026
H 2.3554 3.4100 4.1899
H -0.3698 2.8460 5.8802
H 1.4042 2.4923 5.9732
C 4.7234 0.5939 1.5729
O 4.4179 0.2173 0.4518
N 5.6138 -0.0785 2.3697
N 4.2681 1.7415 2.1333
H 6.2269 -0.7722 1.9867
H 5.6676 0.1534 3.3428
H 4.5465 1.9969 3.0625
H 3.6600 2.4061 1.6796
C -2.7607 -0.9435 -4.4358
O -1.8919 -0.7930 -3.5764
N -2.8192 -1.9599 -5.3332
N -3.8592 -0.1666 -4.3301
H -3.6130 -2.1104 -5.9261
H -2.0154 -2.5374 -5.5083
H -3.9361 0.2928 -3.4286
H -4.5348 -0.1303 -5.0711
C 1.4187 4.2865 0.6417
O 2.0236 3.2141 0.7168
N 0.1337 4.3776 1.0851
N 1.9809 5.5028 0.3611
H -0.2129 5.3105 1.1938
H -0.3903 3.5788 1.4051
H 2.9737 5.5904 0.2593
H 1.3776 6.2979 0.4084
C -0.7226 2.9296 -5.1221
O -0.1693 3.9898 -4.8237
N -0.7583 1.8052 -4.3308
N -1.5189 2.8167 -6.2063
H -1.6606 1.3625 -4.3408
H -0.3549 1.7933 -3.4024
H -1.7258 1.8795 -6.4986
H -1.7294 3.6506 -6.7213
C 4.0232 -1.6937 4.7631
C 2.7291 -1.2037 5.3848
C 2.0388 -0.0632 4.6532
C 0.9619 -0.4389 3.7232
N 0.0753 -0.6396 3.0235
H 4.4800 -2.4148 5.4392
H 4.7624 -0.9258 4.5269
H 3.8052 -2.1303 3.7848
H 2.9062 -0.9554 6.4344
H 2.0454 -2.0488 5.5004
H 2.7497 0.5789 4.1320
H 1.5559 0.5635 5.4073
C -0.6449 -5.4910 -3.0855
C -1.3654 -4.9951 -1.7977
C -2.1002 -3.6690 -2.0543
C -2.8081 -3.1855 -0.8657
N -3.3692 -2.8432 0.0782
H 0.3152 -5.9758 -2.8990
H -0.3222 -4.6974 -3.7645
H -1.2816 -6.1946 -3.6214
H -0.5750 -4.7833 -1.0771
H -1.9833 -5.8132 -1.4338
H -2.8044 -3.8159 -2.8737
H -1.3180 -2.9657 -2.3417
N -5.4023 0.1328 -0.7983
C -5.8087 1.3896 -0.6364
C -4.8194 2.2770 -0.9544
C -3.7636 1.4610 -1.4130
C -4.1204 0.1351 -1.3429
H -5.9192 -0.6849 -0.5284
H -6.8061 1.5538 -0.2516
H -4.7058 3.3463 -0.9127
H -2.8081 1.8586 -1.7296
H -3.5342 -0.7343 -1.5798
*
```

HOMO	-7.8	eV
LUMO level	-0.005	Eh
frontier orbital gap	7.7	eV
E_tot	-72396.3017	eV
molar mass	745.81	u